Record 1
Below is 10 unconnected molecules or ions with the total composition C44H132N18O10P6S4 in a non-equilibrium geometry, with properties calculated with the ωB97M-V functional and the def2-TZVPD basis.

Summary:
**Calculated total energy**: -194143.3031 eV
**Frontier orbital gap**: 0.299 Ha
**HOMO energy**: -8.06 eV

Structure (XYZ):
```
214
Properties=species:S:1:pos:R:3:forces:R:3:mulliken_charge:R:1
C 1.510 3.578 3.506 1.27 0.53 -1.84 -0.1865
S 0.236 4.644 2.872 0.96 1.55 -0.47 0.3451
O -0.901 3.866 2.348 -0.78 -0.75 0.10 -0.4648
C -0.200 5.304 4.491 -0.69 -0.56 -0.44 -0.7767
H 1.170 3.100 4.379 -0.31 -0.95 1.03 0.0676
H 2.347 4.280 3.712 -0.38 -0.52 0.03 0.4577
H 1.834 2.904 2.669 -0.33 0.40 0.82 -0.1984
H -0.412 4.429 5.071 -0.44 -0.47 0.59 -0.0327
H -1.094 5.920 4.394 0.20 0.13 -0.02 0.3658
H 0.625 5.803 4.953 0.50 0.58 -0.01 0.4320
C -4.066 -5.580 0.528 -1.03 0.66 -0.13 -1.1041
S -2.862 -4.672 1.583 -0.80 -2.21 0.13 0.4902
O -2.880 -3.351 0.993 0.36 2.46 -0.92 -0.3932
C -3.857 -4.634 3.094 1.44 0.84 -0.53 -1.0714
H -4.423 -6.539 0.886 0.62 -0.43 0.20 0.4379
H -3.643 -5.656 -0.491 -0.16 0.04 0.63 0.2554
H -5.020 -4.987 0.502 1.03 -0.01 -0.13 0.3090
H -4.761 -4.051 2.933 0.00 -0.02 0.05 0.2719
H -3.156 -4.181 3.844 -0.97 -0.66 -0.34 0.2745
H -4.031 -5.685 3.170 -0.37 -0.66 1.03 0.4867
C -3.745 2.144 5.840 0.74 0.64 0.37 -1.3720
S -2.279 1.975 4.791 -0.92 -0.47 -0.18 0.9891
O -1.119 2.286 5.654 0.75 0.20 0.43 -0.7832
C -2.421 0.163 4.720 0.23 0.10 -0.05 -0.2128
H -3.957 3.215 5.938 -0.19 -0.29 -0.12 0.3661
H -3.476 1.759 6.835 -0.22 -0.12 -0.36 0.3900
H -4.524 1.582 5.347 -0.47 0.13 0.13 0.4116
H -3.401 -0.174 5.030 -0.26 -0.02 -0.20 0.5529
H -1.712 -0.240 5.438 0.36 -0.02 -0.07 -0.2076
H -2.198 -0.139 3.700 0.10 -0.23 0.03 -0.2421
C -0.823 -0.904 0.688 -0.14 -0.59 -2.28 0.6317
S 0.100 0.541 1.159 -0.23 -0.25 0.98 1.8880
O 1.521 0.070 1.137 0.24 -0.07 0.16 -0.7046
C -0.050 1.620 -0.203 -1.26 0.27 -1.44 0.1123
H -1.908 -0.744 0.541 0.53 0.25 -0.15 -0.7867
H -0.744 -1.551 1.534 0.25 -0.66 0.49 0.4639
H -0.350 -1.417 -0.254 -0.84 1.00 1.72 -0.7611
H -1.120 1.901 -0.509 1.36 -0.76 0.47 -0.2523
H 0.524 1.159 -1.033 -0.49 0.34 0.36 -0.7054
H 0.443 2.526 0.110 0.32 0.28 0.09 0.2033
O 0.555 -1.579 -6.520 1.01 0.06 -0.68 -0.9419
P -0.550 -1.738 -5.588 -1.98 -1.02 0.74 0.4675
N -0.920 -0.532 -4.496 0.19 0.59 0.30 1.1574
C -0.110 -0.306 -3.294 -0.40 -1.06 -0.01 -0.0132
C -1.299 0.777 -4.991 -0.08 0.65 -0.91 -1.4398
N -0.337 -3.092 -4.616 0.31 -0.20 1.11 0.2592
C 0.976 -3.813 -4.568 -1.41 0.80 0.33 -0.9301
C -1.230 -3.338 -3.459 0.18 -0.71 0.41 0.1841
N -2.037 -1.965 -6.404 0.43 1.80 2.06 0.3162
C -3.326 -1.485 -5.902 -0.08 -0.55 -0.75 -0.9510
C -2.173 -3.057 -7.279 -0.90 -1.23 0.14 -1.1354
H 0.649 -1.061 -3.158 0.02 -0.70 0.10 -0.4673
H -0.812 -0.322 -2.449 0.53 0.43 0.11 0.0507
H 0.477 0.602 -3.377 -0.30 0.49 0.09 -0.2917
H -1.957 1.379 -4.319 0.60 -0.73 -0.13 -0.3755
H -1.812 0.657 -5.935 -0.29 0.09 -0.28 0.8267
H -0.374 1.337 -5.226 -0.43 0.16 0.21 0.5113
H 1.607 -3.302 -3.837 0.24 -0.34 0.17 0.2032
H 0.809 -4.877 -4.272 0.23 0.80 -0.47 0.3025
H 1.409 -3.658 -5.545 0.33 -0.49 -0.18 0.3881
H -1.949 -2.501 -3.309 0.29 -0.80 -0.39 -0.1233
H -1.722 -4.338 -3.614 -0.07 0.98 0.13 0.3953
H -0.722 -3.469 -2.442 -0.06 0.50 -1.42 -0.5772
H -3.350 -1.159 -4.881 0.43 0.29 0.55 0.2749
H -3.666 -0.670 -6.542 -0.33 0.06 0.03 0.2638
H -4.045 -2.314 -5.959 0.00 0.18 -0.09 0.3857
H -2.613 -3.940 -6.771 0.27 0.09 -0.01 0.3228
H -1.232 -3.320 -7.667 1.19 -0.45 -0.67 0.3395
H -2.856 -2.857 -8.092 -0.12 0.38 -0.47 0.4135
O -0.818 6.897 -4.119 0.50 0.09 -0.27 -0.9366
P -0.407 5.491 -4.313 -1.00 -0.80 0.99 0.5011
N 0.691 5.194 -5.491 0.71 0.13 -1.36 0.3085
C 0.824 3.967 -6.291 0.69 1.01 -0.12 -0.6556
C 1.831 6.087 -5.657 0.23 -0.07 2.40 -1.0865
N -1.632 4.422 -4.746 0.26 1.06 -0.64 0.9701
C -2.673 4.210 -3.725 0.69 0.97 -0.71 -1.2971
C -2.202 4.648 -6.103 0.46 -0.25 0.71 -1.2039
N 0.149 4.850 -2.881 0.40 -0.06 1.23 0.3798
C 0.029 5.615 -1.613 0.08 0.87 -0.71 -1.0229
C 0.459 3.413 -2.686 0.21 0.80 -1.20 0.8947
H 1.608 3.341 -5.856 0.03 -0.20 -0.21 0.0729
H 1.110 4.246 -7.333 -0.11 -0.21 0.71 0.3705
H -0.098 3.435 -6.335 -0.46 -0.43 0.11 0.1321
H 1.670 7.050 -5.185 -0.46 0.08 0.26 0.3346
H 2.040 6.327 -6.655 0.26 -0.12 -1.70 0.4309
H 2.743 5.698 -5.146 -0.37 -0.08 -0.53 0.2225
H -2.752 3.176 -3.588 -0.58 -1.42 0.62 -0.1012
H -2.467 4.709 -2.793 0.51 -0.02 0.44 0.3074
H -3.604 4.650 -4.040 -0.54 0.04 -0.35 0.4910
H -1.614 5.339 -6.728 0.08 -0.48 0.32 0.4293
H -2.307 3.665 -6.577 -0.23 0.32 -0.28 0.2062
H -3.152 5.130 -5.951 -0.64 0.05 -0.33 0.3657
H 0.966 5.649 -1.010 -0.46 -0.33 -0.58 0.1752
H -0.246 6.652 -1.884 0.30 -0.50 0.13 0.4300
H -0.782 5.266 -0.979 -0.10 -0.44 0.16 0.2687
H 1.012 3.336 -1.759 0.56 -0.11 -0.12 -0.0479
H 1.030 3.007 -3.568 -0.30 0.40 0.91 -0.3887
H -0.426 2.800 -2.573 -0.51 -0.07 -0.09 -0.2172
O -3.209 1.687 -1.835 -0.65 0.45 0.24 -0.1361
P -4.426 1.402 -1.015 0.12 0.91 -2.62 -0.9215
N -4.317 -0.153 -0.543 0.45 -2.49 -0.22 1.3724
C -5.028 -0.754 0.576 -0.20 0.80 0.39 -1.0101
C -3.941 -1.117 -1.672 -0.05 2.05 -0.43 -0.8803
N -5.855 1.531 -1.927 0.65 -0.68 0.81 0.4651
C -6.136 2.529 -2.941 -2.76 -1.29 0.11 -0.8974
C -7.014 0.825 -1.381 -1.78 1.33 -0.35 -0.9099
N -4.688 2.350 0.293 1.22 -0.41 2.01 0.5227
C -5.244 3.694 0.240 0.48 -0.25 -0.38 -0.9435
C -3.599 2.280 1.314 -0.31 -0.34 -0.20 -1.1153
H -4.446 -1.432 1.199 0.56 0.06 -0.29 -0.0652
H -5.891 -1.329 0.251 -0.33 0.02 -0.07 0.3814
H -5.340 0.092 1.208 -0.24 -0.46 -0.06 0.3657
H -3.301 -0.535 -2.407 -0.54 -0.80 1.03 -0.2392
H -4.840 -1.400 -2.241 0.02 -0.09 0.29 0.3938
H -3.430 -2.009 -1.325 0.07 0.07 0.43 0.0969
H -5.277 2.980 -3.318 1.51 0.58 -0.65 0.1334
H -6.783 2.075 -3.766 1.19 0.30 0.70 0.3321
H -6.812 3.277 -2.532 0.07 0.57 0.14 0.3971
H -7.461 1.274 -0.410 1.05 -0.84 -1.10 0.2230
H -7.857 1.009 -2.112 0.84 -0.50 0.62 0.4313
H -6.846 -0.258 -1.323 -0.10 0.42 0.25 0.1540
H -5.332 4.141 1.243 0.16 -0.40 -0.26 0.3423
H -4.540 4.284 -0.357 -0.49 0.54 0.02 0.2524
H -6.231 3.636 -0.184 -0.34 0.30 -0.41 0.2716
H -4.091 2.312 2.280 0.09 -0.20 0.36 0.6606
H -2.848 3.068 1.318 -0.20 0.43 -0.46 0.6665
H -3.020 1.365 1.192 -0.23 -0.19 0.18 -0.3200
O 0.136 -3.296 5.997 1.09 0.50 1.54 -0.9877
P 0.979 -2.311 6.770 -0.51 -1.01 -0.07 0.0530
N 1.093 -0.995 5.804 -0.68 0.38 -1.17 1.2539
C 1.759 0.246 6.058 1.01 1.22 0.15 -0.9534
C 0.880 -1.276 4.340 1.23 0.61 1.40 -2.1726
N 2.481 -2.919 7.310 -0.14 -0.75 -1.80 0.2062
C 3.559 -1.981 7.493 1.34 0.17 0.60 -0.7701
C 3.016 -4.089 6.629 1.92 -1.07 0.44 -1.0659
N 0.537 -1.754 8.286 -0.14 1.02 -0.53 0.3517
C -0.419 -0.627 8.421 0.12 -0.67 0.74 -0.9394
C 0.353 -2.790 9.320 0.14 0.86 0.61 -1.0828
H 1.177 1.152 5.806 -0.37 -0.60 0.15 -0.1201
H 2.652 0.343 5.405 -0.06 -0.19 0.53 0.2812
H 2.055 0.345 7.120 -0.13 -0.08 -0.66 0.4006
H -0.028 -1.804 4.223 -0.60 -0.75 -0.35 0.6808
H 1.767 -1.774 3.976 0.02 -0.73 -0.33 0.6962
H 0.878 -0.372 3.768 -0.30 0.95 0.00 0.4911
H 4.320 -2.502 8.154 -0.78 0.88 -0.39 0.3451
H 4.130 -1.807 6.530 -0.74 0.24 0.78 0.2082
H 3.188 -1.033 7.952 0.62 -0.88 -0.32 0.2267
H 3.743 -4.644 7.320 -1.01 0.75 -0.58 0.3288
H 2.251 -4.783 6.365 -0.71 -0.38 -0.16 0.4027
H 3.659 -3.933 5.712 -0.78 0.50 0.62 0.2345
H -0.264 0.265 7.836 0.33 -0.24 -0.88 0.1809
H -1.443 -0.945 8.377 -0.81 -0.40 -0.77 0.3737
H -0.423 -0.230 9.418 0.71 -0.03 0.95 0.3855
H 0.407 -2.286 10.305 0.19 -0.25 -0.36 0.3334
H 1.088 -3.628 9.314 -0.65 0.84 -0.42 0.3018
H -0.671 -3.110 9.222 -0.40 -0.83 0.13 0.3483
O 4.289 -5.497 -1.058 -1.42 0.74 0.59 -0.9041
P 3.068 -5.371 -0.195 1.37 -0.78 1.11 0.3672
N 1.741 -6.256 -0.712 0.40 0.92 -0.46 0.7326
C 2.174 -7.587 -1.121 0.54 -0.31 1.37 -1.1722
C 0.466 -5.674 -1.132 0.09 0.28 0.04 -0.3251
N 2.661 -3.811 0.256 -1.35 -0.21 0.07 0.4339
C 1.660 -3.665 1.376 0.31 0.76 -0.68 0.1600
C 2.676 -2.709 -0.747 0.10 -1.53 1.07 -1.2796
N 3.369 -6.168 1.295 0.06 1.37 -0.86 0.2136
C 2.345 -6.805 2.110 0.54 0.56 -0.49 -1.0227
C 4.599 -5.779 2.005 -0.62 -1.28 0.21 -1.0469
H 1.516 -8.324 -0.672 -0.46 -0.32 -0.31 0.4146
H 3.154 -7.789 -0.589 -0.93 0.26 -1.06 0.3086
H 2.265 -7.698 -2.196 0.06 -0.11 -0.15 0.2984
H 0.567 -4.576 -1.180 0.00 -0.44 0.20 -0.5672
H -0.332 -5.903 -0.397 0.17 0.00 -0.37 0.2554
H 0.121 -5.958 -2.148 0.41 -0.25 0.53 0.3356
H 1.849 -4.378 2.181 0.06 0.13 -0.30 -0.0960
H 1.726 -2.638 1.803 0.14 -0.60 -0.43 -0.0880
H 0.617 -3.789 1.014 0.42 -0.03 0.15 0.0823
H 3.159 -3.085 -1.624 0.37 -0.10 -0.65 0.5667
H 1.704 -2.325 -0.989 -0.76 0.05 -0.09 -0.0373
H 3.245 -1.930 -0.317 0.57 1.06 0.31 0.5478
H 2.701 -7.811 2.305 -0.38 -0.44 0.26 0.2954
H 2.250 -6.266 3.056 -0.22 -0.10 0.19 0.3904
H 1.388 -6.786 1.568 0.33 -0.24 0.34 0.2227
H 5.347 -5.471 1.300 0.15 0.54 -0.37 0.3474
H 5.000 -6.724 2.408 0.01 0.38 0.42 0.4011
H 4.453 -5.036 2.823 -0.02 -0.36 -0.51 0.1600
O 2.938 3.095 -0.006 0.47 0.59 -0.33 -0.4804
P 4.185 2.865 -0.786 -1.32 -0.54 0.09 -0.4979
N 4.848 4.137 -1.603 1.08 0.01 0.32 0.3273
C 6.283 4.378 -1.546 0.73 1.07 0.10 -1.0250
C 4.116 5.034 -2.464 -0.49 0.00 -0.12 -0.9985
N 3.877 1.830 -2.036 -1.11 -1.86 -0.15 1.8670
C 4.413 1.867 -3.377 2.15 -2.24 -0.21 -1.1112
C 3.218 0.520 -1.692 0.03 -0.02 1.36 -1.5315
N 5.330 2.240 0.265 -1.14 -0.53 -2.30 0.6163
C 5.315 2.787 1.558 1.96 0.64 1.59 -0.8888
C 6.337 1.297 -0.117 0.82 -1.24 0.36 -0.8553
H 6.489 5.414 -1.164 -0.18 -0.67 -0.40 0.3566
H 6.861 4.274 -2.515 -0.97 -0.03 0.68 0.2722
H 6.743 3.711 -0.824 0.00 -0.02 -0.08 0.2424
H 3.213 4.592 -2.913 0.23 -0.05 0.34 -0.0756
H 4.776 5.321 -3.269 0.19 0.07 -0.50 0.5073
H 3.834 5.953 -1.959 -0.17 0.16 0.22 0.3988
H 5.162 0.962 -3.438 -1.18 1.44 -0.36 0.2416
H 3.707 1.744 -4.210 -0.36 -0.09 0.57 0.1349
H 5.006 2.737 -3.625 0.00 0.35 0.41 0.3146
H 2.639 0.607 -0.725 0.85 0.09 -0.92 0.1024
H 2.497 0.127 -2.412 0.09 0.69 -0.47 0.2200
H 3.917 -0.352 -1.559 0.00 1.06 -0.15 0.3675
H 5.848 3.786 1.564 -0.18 -0.88 0.43 0.2019
H 4.321 2.972 1.904 -0.68 -0.07 0.20 0.0355
H 5.831 2.047 2.226 -0.42 0.92 -0.25 0.3795
H 6.570 0.564 0.703 -0.61 0.61 -0.42 0.3405
H 7.326 1.758 -0.290 -0.24 -0.05 -0.43 0.3117
H 6.008 0.665 -0.974 0.35 0.74 0.39 0.1190
```
Positions in Å, forces in eV/Å.

Record 2
Below is a molecular structure, C44H24I4N4Ni in a non-equilibrium geometry, with properties calculated with the ωB97M-V functional and the def2-TZVPD basis.

Summary:
**Calculated total energy**: -125424.5458 eV
**Frontier orbital gap (alpha / beta)**: 0.179 / 0.179 Ha
**HOMO energy (alpha / beta)**: -6.69 / -6.69 eV

Structure (XYZ):
```
77
Properties=species:S:1:pos:R:3:forces:R:3:mulliken_charge:R:1
Ni -0.231 -0.200 -0.007 -0.06 -0.12 0.17 -0.4762
I 6.061 -6.773 2.829 -0.19 0.20 -0.13 0.0784
C 4.748 -5.408 1.910 0.21 -0.21 0.14 -0.0725
C 4.056 -5.786 0.771 0.00 -0.05 0.00 -0.7478
C 3.186 -4.891 0.170 0.01 0.07 -0.10 -0.4025
C 2.975 -3.619 0.703 0.19 -0.18 0.02 -0.1151
C 3.711 -3.256 1.837 -0.07 -0.04 0.02 -0.0550
C 4.592 -4.138 2.440 0.05 -0.04 -0.02 -0.7571
C 2.004 -2.643 0.174 -0.44 0.08 -0.19 0.5539
C 0.695 -2.986 -0.175 0.36 0.62 0.20 0.3789
C 0.161 -4.273 -0.480 -0.52 -0.34 -0.06 -0.9241
C -1.061 -4.073 -1.061 0.53 -0.48 -0.23 -0.9100
C -1.299 -2.674 -1.040 -0.76 1.13 -0.62 0.4892
C -2.502 -1.981 -1.442 0.86 0.07 1.96 0.3442
C -3.047 -2.083 -2.759 -1.01 -0.60 -1.01 1.0433
C -2.523 -2.977 -3.721 -0.06 0.23 0.42 -0.4481
C -2.879 -2.895 -5.050 -0.14 0.06 -0.13 -0.8317
C -3.778 -1.918 -5.461 -0.05 0.01 -0.20 -0.1210
I -4.174 -1.668 -7.507 0.00 -0.06 0.26 0.0721
C -4.377 -1.076 -4.533 -0.06 -0.11 -0.25 -0.8138
C -4.032 -1.171 -3.201 0.35 -0.20 0.29 -0.4862
C -2.968 -1.018 -0.478 0.87 -0.43 -1.09 0.0544
N -2.111 -0.191 0.147 0.01 -0.11 0.42 -0.5795
C -2.850 0.551 1.042 0.50 0.33 -0.02 0.3825
C -2.364 1.699 1.651 0.00 -0.22 -0.22 0.4933
C -3.093 2.335 2.781 0.01 -0.10 0.15 -0.8167
C -2.742 1.880 4.054 -0.07 0.09 -0.04 -0.0268
C -3.302 2.434 5.192 0.01 -0.04 -0.04 -0.7609
C -4.228 3.457 5.054 -0.09 0.09 0.32 -0.0065
I -5.038 4.343 6.785 0.07 -0.12 -0.27 0.0789
C -4.609 3.904 3.803 -0.11 0.07 -0.04 -0.5583
C -4.042 3.341 2.667 0.04 -0.01 -0.08 0.0770
C -1.140 2.256 1.251 0.10 -0.22 -0.13 0.7706
C -0.761 3.627 1.405 0.09 0.12 0.02 -1.0542
C 0.399 3.796 0.714 -0.11 0.10 0.04 -1.0403
C 0.772 2.508 0.212 0.35 -0.10 -0.23 0.7017
N -0.195 1.599 0.521 -0.21 0.18 0.12 -0.2890
C 1.999 2.166 -0.369 -0.26 -0.25 0.14 0.7881
C 2.419 0.835 -0.436 -0.07 0.29 0.04 0.2470
C 3.771 0.392 -0.609 0.07 -0.12 0.00 -1.0731
C 3.792 -0.929 -0.286 0.11 0.06 0.04 -0.9694
C 2.442 -1.313 0.003 -0.20 0.07 -0.09 0.4657
N 1.630 -0.231 -0.107 0.23 -0.10 -0.09 -0.4296
C 2.929 3.230 -0.822 0.11 0.05 0.01 -0.5977
C 3.681 3.975 0.081 -0.04 -0.05 -0.04 -0.0055
C 4.549 4.961 -0.365 0.03 0.05 0.09 -0.6141
C 4.659 5.206 -1.724 0.19 0.24 -0.12 -0.0368
I 5.940 6.734 -2.401 -0.17 -0.24 0.09 0.0804
C 3.931 4.465 -2.641 0.02 0.00 -0.05 -0.7045
C 3.073 3.475 -2.185 -0.02 0.01 0.06 -0.0922
C -4.207 0.111 1.007 -0.32 -0.38 -0.17 -0.6837
C -4.287 -0.839 0.027 -0.50 0.47 0.13 -0.9654
N -0.253 -2.030 -0.489 -0.04 -0.11 0.34 -0.4428
H 4.191 -6.772 0.349 0.04 0.01 -0.02 0.3782
H 2.701 -5.180 -0.752 -0.04 0.02 0.01 0.6429
H 3.576 -2.273 2.268 -0.04 0.01 -0.01 0.4942
H 5.148 -3.839 3.318 -0.02 0.01 0.01 0.3832
H 0.636 -5.222 -0.305 -0.03 0.01 0.10 0.6924
H -1.743 -4.823 -1.430 0.00 0.01 0.03 0.6955
H -1.801 -3.720 -3.417 0.09 0.07 -0.08 0.3934
H -2.446 -3.574 -5.772 0.03 0.01 0.01 0.3829
H -5.094 -0.336 -4.860 0.00 0.01 0.04 0.3753
H -4.485 -0.496 -2.488 0.08 0.09 -0.08 0.3948
H -2.011 1.085 4.142 0.01 0.01 0.02 0.5319
H -3.015 2.070 6.169 -0.01 0.04 0.02 0.3838
H -5.348 4.688 3.703 0.02 0.02 0.01 0.4023
H -4.340 3.701 1.689 0.03 -0.02 -0.02 0.4937
H -1.346 4.371 1.921 0.06 0.00 0.05 0.5412
H 0.959 4.707 0.573 0.01 -0.01 0.02 0.5521
H 4.601 1.009 -0.913 -0.02 0.04 0.04 0.5240
H 4.635 -1.602 -0.288 0.02 0.04 0.00 0.5455
H 3.594 3.772 1.141 -0.01 0.02 0.00 0.5049
H 5.137 5.528 0.343 -0.02 0.01 -0.01 0.3873
H 4.031 4.653 -3.701 -0.01 0.01 0.01 0.3814
H 2.501 2.891 -2.894 0.00 0.00 0.00 0.5080
H -5.007 0.511 1.608 0.02 -0.07 0.06 0.5864
H -5.160 -1.391 -0.286 0.01 0.02 -0.04 0.6333
```
Positions in Å, forces in eV/Å.